No. 1
Density functional theory data (wB97M-V/def2-TZVPD) for a gas-phase ion, C7H8 (charge +1) at a distorted geometry.

The geometry in XYZ format:
```
15
Properties=species:S:1:pos:R:3:forces:R:3:lowdin_charge:R:1
C 0.6394 1.4940 -1.1653 -0.61 -0.25 -0.19 0.03
C 0.0089 0.5330 -0.1377 2.23 1.39 0.63 -0.34
C -1.3417 -0.0450 -0.1597 0.08 0.54 1.22 0.10
C -1.2845 -1.3568 0.1297 -1.19 -0.35 0.10 0.00
C 0.0175 -1.7010 0.5430 -0.25 -0.72 -0.86 0.11
C 0.8975 -0.6232 0.5732 1.18 -0.91 -1.68 -0.12
C 0.6434 0.7238 1.1572 -2.18 -0.11 0.74 0.18
H 1.6966 1.2919 -1.2882 0.05 -0.09 -0.20 0.10
H 0.5404 2.4947 -0.7499 -0.01 0.04 -0.03 0.10
H 0.0982 1.4847 -2.1106 0.27 -0.26 -0.07 0.10
H -2.2433 0.5437 -0.0545 -0.06 0.13 -0.61 0.15
H -2.1692 -1.9755 0.1624 0.18 -0.29 0.12 0.14
H 0.3254 -2.7405 0.5789 0.15 0.04 0.56 0.15
H 1.9314 -0.9003 0.3643 0.04 0.40 -0.01 0.17
H 0.2399 0.7766 2.1571 0.13 0.43 0.28 0.14
```
Forces are in eV/Å.

Calculated values
- 2S+1: 2
- Net charge: +1
- Highest occupied orbital energy (spin up / spin down): -0.53164 / -0.54631 Ha
- Energy relative to the best compared isomer or geometry (same formula, charge and spin): 80.31 kcal/mol

***

No. 2
Density functional theory data (wB97M-V/def2-TZVPD) for C4H15NSi2 in the gas phase at a distorted geometry.

The geometry in XYZ format:
```
22
Properties=species:S:1:pos:R:3:forces:R:3:lowdin_charge:R:1
C -2.3009 0.8501 -0.3758 1.59 0.25 -1.79 -0.10
C -1.3331 -1.4647 -0.2375 -3.51 -1.05 -1.64 -0.17
C -0.7088 0.1934 1.4256 0.52 2.78 0.25 -0.14
C -1.0192 -0.0070 -0.0572 0.15 0.03 0.77 -0.71
N 2.2552 0.0869 -0.8154 -0.19 -1.27 -3.14 -0.38
Si 3.1677 -0.0193 0.5807 -1.90 1.62 1.44 0.47
Si 0.5259 0.4030 -1.2032 0.08 -2.63 0.26 0.64
H -2.3526 0.9013 -1.5241 0.00 0.73 1.53 0.09
H -3.2955 0.4922 -0.1183 0.26 -0.73 0.57 0.07
H -2.1312 1.7892 0.1825 -0.41 0.03 -1.05 0.07
H -0.4799 -2.1116 -0.3788 0.26 -0.38 0.58 0.05
H -1.8976 -1.5481 -1.2896 0.96 -0.12 2.17 0.11
H -2.1144 -1.8306 0.6050 1.95 0.53 -1.93 0.13
H 0.3170 0.0161 1.7325 -0.16 -0.77 0.03 0.00
H -0.8107 1.2999 1.7158 -0.06 -1.33 -0.42 0.10
H -1.4313 -0.3472 1.9981 -0.30 -0.43 0.67 0.06
H 2.7868 -0.1367 -1.7113 -1.15 0.33 1.45 0.05
H 2.0694 0.4448 1.4920 0.76 0.27 0.29 -0.07
H 3.5394 -1.2020 1.2215 0.65 -1.92 0.26 -0.12
H 4.3013 0.8488 0.5872 0.88 0.60 -0.13 -0.09
H 0.6006 1.7529 -1.3524 -0.38 2.85 -0.66 -0.06
H 0.3119 -0.4113 -2.4773 0.01 0.61 0.49 -0.01
```
Forces are in eV/Å.

Calculated values
- 2S+1: 1
- Net charge: 0
- SMILES string: CC(C)(C)[SiH2]N[SiH3]
- Highest occupied orbital energy: -0.35237 Ha
- Energy relative to the best compared isomer or geometry (same formula, charge and spin): 55.12 kcal/mol

***

No. 3
Density functional theory data (wB97M-V/def2-TZVPD) for a molecular structure, C4H13NNaP at a distorted geometry.

The geometry in XYZ format:
```
20
Properties=species:S:1:pos:R:3:forces:R:3:lowdin_charge:R:1
C -1.7846 -1.4451 0.8672 -0.27 -0.31 -0.40 -0.13
C -0.4729 -1.3816 0.6031 0.40 -0.27 0.35 -0.36
P 0.8036 -0.2131 1.4509 0.91 -1.38 2.05 0.28
N 0.1214 1.2724 0.6540 -0.14 -0.32 -0.71 -0.25
C -0.4281 1.2170 -0.6766 -0.11 1.69 0.06 -0.39
C 0.5355 0.6672 -1.7011 -0.55 -0.35 -1.20 -0.20
H -2.1950 -1.6137 1.8567 -0.06 1.64 0.38 0.04
H -2.4995 -1.3709 0.0461 -0.21 -1.54 -0.06 0.03
H -0.0961 -2.0614 -0.1846 -0.12 1.22 -1.10 0.05
H 1.7881 -0.4344 0.3611 -0.28 0.09 -0.40 -0.06
H 1.8053 0.6296 2.0932 -0.21 0.05 -0.06 -0.07
H -0.1286 -0.0534 2.5769 -0.10 0.13 -0.15 -0.04
H 1.3954 -1.3723 2.1292 0.16 -0.03 0.03 -0.08
H -0.6031 1.6320 1.2671 0.11 0.01 0.11 0.05
H -1.4315 0.7902 -0.7951 0.16 -0.62 0.10 0.09
H -0.5808 2.2602 -1.0023 -0.10 0.01 -0.02 0.10
H -0.0624 0.5410 -2.6503 -0.19 0.26 0.66 0.07
H 0.9207 -0.3317 -1.4283 0.03 0.50 0.19 0.03
H 1.3353 1.4006 -1.9487 -0.10 -0.36 0.62 0.09
Na 1.5774 -0.1326 -3.5185 0.64 -0.44 -0.44 0.76
```
Forces are in eV/Å.

Calculated values
- 2S+1: 1
- Net charge: 0
- Highest occupied orbital energy: -0.21688 Ha

***

No. 4
Density functional theory data (wB97M-V/def2-TZVPD) for a molecular structure, C34H42GdNO4 at a distorted geometry.

The geometry in XYZ format:
```
82
Properties=species:S:1:pos:R:3:forces:R:3:lowdin_charge:R:1
O 0.5248 5.0112 0.5892 0.81 2.34 -1.28 -0.11
C 1.2665 5.8175 -0.4696 0.56 -1.07 -0.82 -0.14
C 0.9195 7.1782 0.0619 -0.24 -0.98 0.40 -0.08
H 0.8265 5.7097 -1.4751 0.38 -0.65 0.58 0.13
H 2.3336 5.5505 -0.4474 -0.48 0.01 -0.20 0.12
C 0.0935 6.3237 1.0454 -0.97 1.44 0.96 -0.61
H 0.2834 7.7087 -0.6472 0.39 0.41 0.30 0.11
H 1.7427 7.7470 0.4909 -0.21 0.09 -0.09 0.12
C -1.3687 6.5947 0.7554 -0.21 -0.30 0.14 -0.02
H -1.5405 6.5565 -0.3286 -0.13 -0.08 0.29 0.09
H -1.5766 7.6095 1.1125 -0.18 -0.16 -0.14 0.09
H -2.0340 5.8866 1.2614 0.06 0.09 -0.08 0.09
C 0.4528 6.6158 2.4808 -0.07 -0.15 0.08 -0.02
H 1.5375 6.5410 2.6249 -0.24 -0.05 0.09 0.09
H -0.0691 5.9328 3.1563 0.12 0.05 0.08 0.09
H 0.1317 7.6456 2.6862 0.16 -0.24 0.15 0.09
Gd 0.3357 0.5707 1.1263 0.47 -1.63 1.07 1.68
C 1.2985 -1.1741 3.2195 0.29 0.37 -0.30 -0.17
C 2.1838 -1.4000 2.1342 0.51 0.30 0.50 -0.18
C 2.8918 -0.1934 1.8664 -0.35 -0.11 0.21 -0.23
H 2.3833 -2.3688 1.6644 -0.31 0.53 0.04 0.10
C 2.4265 0.8046 2.7885 -0.20 -0.22 -0.17 -0.25
C 1.4291 0.1935 3.6202 0.27 -0.01 -0.29 -0.23
H 0.9467 0.6578 4.4861 0.15 -0.17 -0.49 0.10
H 0.7067 -1.9490 3.7237 0.14 0.54 -0.38 0.11
H 3.7035 -0.0864 1.1395 -0.40 0.02 0.30 0.09
H 2.8063 1.8299 2.8681 -0.18 -0.48 0.05 0.10
C -2.0761 -0.5079 1.8413 -0.23 0.62 -0.28 -0.17
C -1.8243 0.5894 2.7127 -0.08 0.10 -0.20 -0.20
C -1.7769 1.7849 1.9272 0.02 -0.10 -0.11 -0.24
H -1.7481 0.5257 3.8035 0.10 0.09 -0.57 0.11
C -2.0032 1.4167 0.5563 -0.24 -0.71 0.30 -0.24
C -2.1826 -0.0049 0.5162 -0.70 0.74 0.39 -0.19
H -2.4377 -0.5982 -0.3584 0.32 0.15 0.18 0.10
H -2.2670 -1.5455 2.1335 0.38 0.50 -0.13 0.10
H -1.6039 2.8052 2.2916 -0.12 -0.52 -0.12 0.10
H -2.0420 2.0869 -0.3012 -0.04 -0.12 0.26 0.10
O 1.5914 3.8070 -2.5063 1.32 -1.00 1.07 -0.17
C 1.7719 3.0493 -1.2718 -0.27 0.58 -0.14 -0.22
C 3.2883 2.9011 -1.0758 -0.32 0.64 -0.48 -0.14
H 1.2895 2.0531 -1.3633 0.13 0.04 -0.27 0.11
H 1.2680 3.5931 -0.4588 0.26 -0.45 -0.49 0.08
C 3.7860 2.7268 -2.5379 0.16 -0.28 0.13 -0.15
H 3.5169 2.0918 -0.3527 0.18 0.53 -0.51 0.11
H 3.6936 3.8893 -0.7618 -0.29 -0.82 0.36 0.11
C 2.5926 3.2334 -3.3916 -0.91 -0.29 -0.25 -0.17
H 4.0445 1.6876 -2.7772 -0.33 0.14 0.04 0.11
H 4.7211 3.2811 -2.6950 -0.41 0.08 -0.05 0.10
H 2.0272 2.3957 -3.8496 0.82 0.19 -0.21 0.12
H 2.8537 3.9802 -4.1640 -0.15 -0.37 0.47 0.12
C -3.5535 -5.5228 -3.5715 -0.06 -0.06 -0.18 -0.06
C -3.5599 -4.9284 -2.1860 -0.11 0.07 0.25 -0.24
C -4.6511 -4.1786 -1.7526 -0.02 0.32 -0.01 -0.06
C -4.6763 -3.5922 -0.4840 0.25 -0.46 -0.06 -0.08
C -3.5834 -3.7472 0.3590 0.12 -0.06 -0.52 -0.04
C -2.4376 -4.4172 -0.1081 -0.68 -0.06 -0.67 -0.21
N -1.3170 -4.3583 0.7162 0.44 -0.02 1.62 0.09
C 0.0479 -4.4287 0.3935 0.26 -0.03 0.05 -0.23
C 0.8529 -5.3751 1.0337 0.07 -0.05 -0.52 -0.03
C 2.1388 -5.6149 0.5568 -0.17 0.30 0.19 -0.09
C 2.6410 -4.8655 -0.5134 0.05 -0.15 -0.13 -0.09
C 1.8940 -3.8113 -1.0495 0.04 -0.17 0.55 -0.03
C 0.6381 -3.5240 -0.5060 -0.10 -0.37 0.10 -0.10
C -0.1105 -2.2465 -0.7635 -1.15 0.73 -1.03 -0.52
O -1.0395 -2.2008 -1.5689 1.10 0.09 0.81 0.08
O 0.3106 -1.2194 -0.0468 0.16 -0.73 -0.96 -0.25
C -2.4591 -5.1187 -1.3416 -0.27 0.59 0.69 -0.16
C -1.3536 -6.0419 -1.7516 0.32 -0.08 -0.30 -0.03
H -2.6313 -5.2555 -4.1063 -0.20 -0.12 0.13 0.09
H -3.6263 -6.6194 -3.5430 0.04 0.23 -0.05 0.08
H -4.3932 -5.1505 -4.1657 0.07 -0.04 0.15 0.07
H -5.4838 -4.0387 -2.4399 0.09 0.03 0.18 0.10
H -5.5254 -2.9990 -0.1647 -0.02 -0.14 0.00 0.10
H -3.5760 -3.3299 1.3692 0.02 0.07 -0.39 0.10
H -1.5132 -4.4405 1.7145 0.05 0.02 -0.57 0.15
H 0.4223 -5.9404 1.8609 0.14 -0.11 -0.31 0.12
H 2.7151 -6.4135 1.0171 0.09 0.22 -0.13 0.10
H 3.6352 -5.0953 -0.9069 -0.39 0.08 0.06 0.10
H 2.2829 -3.2212 -1.8796 -0.01 0.03 0.37 0.12
H -0.5060 -5.4736 -2.1620 -0.01 -0.24 0.17 0.09
H -1.0073 -6.6649 -0.9170 0.03 0.29 -0.14 0.09
H -1.6934 -6.7217 -2.5431 0.10 0.17 0.28 0.07
```
Forces are in eV/Å.

Calculated values
- 2S+1: 8
- Net charge: 0
- Highest occupied orbital energy (spin up / spin down): -0.26740 / -0.26742 Ha
- Energy relative to the best compared isomer or geometry (same formula, charge and spin): 35.33 kcal/mol

***

No. 5
Density functional theory data (wB97M-V/def2-TZVPD) for C21H17ClF4N2O4 in the gas phase at a distorted geometry.

The geometry in XYZ format:
```
49
Properties=species:S:1:pos:R:3:forces:R:3:lowdin_charge:R:1
O -4.7490 3.0439 -0.2220 0.96 0.46 0.75 0.13
O 1.4387 -4.1376 0.0629 0.67 -1.38 1.81 0.08
O 0.9574 -1.2028 3.5184 0.28 -0.12 0.45 0.07
F -5.0931 5.4548 -1.6577 0.18 -0.04 0.00 0.10
F 1.7850 1.5735 -0.2540 -0.17 -0.28 -0.05 0.08
F 3.6781 -4.7975 2.5727 -0.89 -0.20 -1.16 0.02
F 3.8823 -5.1658 0.3990 -1.35 0.01 1.33 0.05
Cl 2.7470 -7.0080 1.7568 -0.15 -0.07 -0.08 0.77
O -2.6139 3.3105 0.4684 0.92 1.04 -0.61 -0.02
C -3.6013 3.4162 -0.4104 -2.56 -1.51 0.28 -0.46
C 1.7052 -4.5508 1.2016 -1.39 3.24 -1.88 -0.40
C 0.6804 -1.6348 2.4160 -0.39 0.42 0.28 -0.41
C -2.5768 5.0120 -4.2139 -0.33 -0.35 0.31 -0.06
C -3.6859 5.5249 -3.5540 -0.10 -0.90 0.77 0.01
C -1.9495 0.9350 -1.8879 0.56 0.66 -0.04 0.00
C -0.1414 2.4042 -1.3736 1.09 -0.42 0.26 0.06
C -1.8633 3.9303 -3.6900 0.38 0.59 -0.59 -0.02
C -1.3014 -0.1268 -1.2642 0.74 1.69 -0.73 -0.01
C -4.0363 4.9614 -2.3118 0.95 -0.35 -0.66 -0.19
C 0.5720 1.3341 -0.7879 -2.30 -0.26 -1.12 -0.19
C -3.2737 3.9130 -1.7437 0.63 1.03 -0.98 -0.01
C -1.3942 2.2319 -1.9593 -0.02 -1.42 1.23 -0.17
C -2.1973 3.3754 -2.4693 0.15 0.36 -0.19 -0.13
C -0.0228 0.0409 -0.7602 0.67 0.73 0.68 -0.14
N 0.8315 -0.8087 1.3356 -0.24 -1.59 -0.40 0.11
N 0.9599 -4.1498 2.2839 1.12 -0.76 0.19 0.15
C -2.9308 3.1919 1.8402 -0.25 -0.23 0.98 -0.04
C 3.0132 -5.2985 1.4596 1.98 -0.28 0.13 -0.80
C 0.6712 -1.1174 -0.1039 0.65 0.06 0.51 -0.11
C -1.2154 -3.3478 3.1344 0.64 0.72 -0.78 -0.04
C -1.3228 -3.1797 1.6202 0.58 0.20 1.39 -0.05
C 0.0465 -3.0281 2.3236 -1.44 -0.02 -0.92 -0.33
H -2.3254 5.4352 -5.1720 0.21 -0.01 -0.14 0.10
H -4.3058 6.2739 -4.0245 -0.01 0.16 0.24 0.12
H -2.8664 0.7738 -2.3929 -0.96 -0.18 -0.17 0.11
H 0.3432 3.3712 -1.3824 -0.05 0.13 0.07 0.13
H -0.9851 3.5573 -4.2235 -0.39 0.00 0.11 0.12
H -1.7074 -1.1008 -1.2442 -0.60 -0.85 -0.02 0.10
H 1.2726 0.0494 1.6101 0.16 0.32 -0.14 0.13
H 1.3237 -4.4152 3.1959 -0.12 0.09 -0.22 0.16
H -1.9884 3.2473 2.4256 -0.52 0.15 -0.66 0.10
H -3.3480 2.1916 2.0047 -0.30 0.40 0.21 0.10
H -3.6169 4.0187 2.1502 0.41 -0.88 -0.19 0.11
H 0.1560 -2.0892 -0.2066 0.11 0.71 0.00 0.11
H 1.6493 -1.2369 -0.5959 -0.09 -0.12 0.36 0.13
H -1.6097 -2.5566 3.7692 0.11 -0.17 -0.21 0.11
H -1.2638 -4.3453 3.5488 0.03 0.02 -0.02 0.10
H -1.9030 -2.3108 1.2787 0.71 -0.32 0.04 0.11
H -1.3914 -4.0685 1.0409 -0.30 -0.49 -0.43 0.10
```
Forces are in eV/Å.

Calculated values
- 2S+1: 1
- Net charge: 0
- SMILES string: COC(=O)c1c(F)cccc1-c1ccc(CNC(=O)C2(NC(=O)C(F)(F)Cl)CC2)c(F)c1
- Highest occupied orbital energy: -0.34262 Ha

***

No. 6
Density functional theory data (wB97M-V/def2-TZVPD) for a molecular structure, C4H3O at a distorted geometry.

The geometry in XYZ format:
```
8
Properties=species:S:1:pos:R:3:forces:R:3:lowdin_charge:R:1
O -1.5457 -1.1864 -0.2135 2.03 0.80 0.67 -0.01
C -0.6004 -0.4225 -0.1943 -0.60 0.29 -0.94 -0.35
C 0.2131 0.5294 -0.6492 -1.16 0.72 -0.80 -0.27
C 0.9604 1.3705 0.3621 -0.30 -0.68 0.11 -0.29
C 1.2530 -0.0947 0.3874 0.38 -0.83 1.45 -0.22
H 0.3948 1.8064 1.1956 0.16 -0.07 -0.25 0.06
H 1.6862 2.0769 -0.0632 -0.22 -0.42 -0.07 0.07
H 2.1848 -0.4141 -0.1071 -0.30 0.20 -0.16 0.00
```
Forces are in eV/Å.

Calculated values
- 2S+1: 1
- Net charge: -1
- Highest occupied orbital energy: -0.07047 Ha
- Energy relative to the best compared isomer or geometry (same formula, charge and spin): 0.00 kcal/mol